Formula: C4H5FS
Source: the OMol25 dataset
Level of theory: the ωB97M-V functional and the def2-TZVPD basis

Orbital gap in eV: 9.46
Highest occupied orbital energy in eV: -8.4

CARTESIAN COORDINATES (ANGSTROEM)
C  -2.581  -0.386  -0.064
C  -1.381  -0.142  0.382
S  0.095  -0.991  -0.155
C  1.273  0.363  -0.247
C  2.602  0.173  -0.093
F  3.137  -1.017  0.248
H  -2.741  -1.192  -0.769
H  -3.445  0.163  0.344
H  -1.186  0.682  1.064
H  0.938  1.328  -0.514
H  3.289  1.019  -0.197

Cartesian forces, eV/Å:
C -1.5 -0.4 0.0
C 1.9 1.0 0.1
S 0.2 0.5 0.1
C 1.3 -2.0 0.5
C -1.7 0.6 0.0
F -0.1 0.6 -0.2
H -0.2 0.1 -0.1
H 0.5 -0.4 -0.3
H -0.1 -0.2 0.1
H -0.4 0.9 -0.2
H 0.1 -0.7 0.1

Löwdin atomic charge list, values in e, 2 entries: -0.0852, -0.5329